Here is C27H19N9O4Sc as an isolated structure from the Open Molecules 2025 dataset. Energies are from ωB97M-V/def2-TZVPD.

```
60
Properties=species:S:1:pos:R:3
Sc 0.66 -0.42 0.70
C -0.98 -3.21 0.84
N -0.10 -2.44 1.74
C 1.08 -3.17 2.22
C 2.22 -2.97 1.26
N 2.29 -1.93 0.45
C 3.52 -2.05 -0.22
C 4.10 -1.24 -1.19
C 5.33 -1.63 -1.68
C 5.97 -2.79 -1.22
C 5.40 -3.60 -0.26
C 4.16 -3.20 0.23
N 3.30 -3.76 1.17
C -1.47 -2.29 -0.23
N -0.66 -1.45 -0.84
C -1.46 -0.75 -1.76
C -1.14 0.26 -2.66
C -2.16 0.77 -3.43
C -3.48 0.29 -3.32
C -3.81 -0.72 -2.44
C -2.77 -1.23 -1.67
N -2.73 -2.21 -0.69
H -1.81 -3.65 1.40
H -0.42 -4.02 0.37
H -0.67 -2.21 2.55
H 0.88 -4.24 2.36
H 1.37 -2.76 3.19
H 3.60 -0.34 -1.54
H 5.82 -1.02 -2.43
H 6.93 -3.06 -1.63
H 5.89 -4.50 0.09
H 3.46 -4.60 1.70
H -0.13 0.63 -2.74
H -1.95 1.56 -4.13
H -4.25 0.72 -3.94
H -4.82 -1.10 -2.36
H -3.52 -2.75 -0.35
O -0.99 0.94 0.84
C -0.32 1.76 0.14
O 0.84 1.37 -0.30
C -0.83 3.10 -0.17
C -2.02 3.53 0.43
C -2.51 4.79 0.13
C -1.80 5.58 -0.75
C -0.62 5.18 -1.34
C -0.12 3.93 -1.04
N -2.34 6.92 -1.09
O -3.38 7.25 -0.56
O -1.70 7.60 -1.86
H -2.53 2.88 1.12
H -3.42 5.16 0.57
H -0.10 5.85 -2.02
H 0.80 3.58 -1.48
N 1.21 0.05 2.75
C 0.26 0.28 3.41
C -0.90 0.30 4.14
C -1.50 -0.97 4.28
N -1.93 -2.05 4.24
C -1.58 1.52 4.41
N -2.13 2.51 4.58
```

Computed properties:
- spin multiplicity = 1
- electronic energy (hartree) = -2594.72687
- frontier orbital gap (eV) = 8.036
- energy above the lowest of the compared OMol25 structures with the same formula, charge and spin (kcal/mol) = 0.00
- net charge = +1

Atomic partial charges in e from the natural (NBO) method, atoms 1 to 5: Sc 1.87; C -0.27; N -0.68; C -0.28; C 0.44